No. 1
{
  "formula": "C26H55BNO16P",
  "method": "ωB97M-V/def2-TZVPD",
  "species": ["C", "C", "N", "C", "C", "P", "C", "C", "O", "C", "O", "B", "C", "O", "C", "C", "O", "H", "H", "H", "H", "H", "H", "H", "H", "H", "H", "H", "H", "H", "H", "H", "H", "H", "H", "H", "H", "H", "H", "H", "C", "C", "O", "C", "O", "O", "C", "H", "H", "H", "H", "H", "H", "H", "H", "C", "C", "O", "C", "O", "O", "C", "H", "H", "H", "H", "H", "H", "H", "H", "C", "C", "O", "C", "O", "O", "C", "H", "H", "H", "H", "H", "H", "H", "H", "C", "C", "O", "C", "O", "O", "C", "H", "H", "H", "H", "H", "H", "H", "H"],
  "coordinates": [[-4.059, 1.120, -2.147], [-4.570, -0.304, -1.945], [-3.629, -1.123, -1.162], [-2.604, -1.715, -2.040], [-1.275, -1.950, -1.338], [-0.438, -0.398, -0.616], [0.362, 1.073, 0.361], [0.357, 0.773, 1.842], [0.473, 1.967, 2.646], [-0.700, 2.621, 2.827], [-1.680, 2.143, 3.354], [-0.016, 0.387, -2.368], [-0.153, 1.907, -2.747], [0.422, -0.481, -3.349], [-4.228, -2.089, -0.338], [-5.365, -1.657, 0.566], [-3.792, -3.238, -0.260], [-2.993, 1.099, -2.347], [-4.253, 1.743, -1.284], [-4.551, 1.518, -3.029], [-5.538, -0.232, -1.476], [-4.742, -0.755, -2.921], [-2.486, -1.051, -2.896], [-2.951, -2.662, -2.451], [-0.600, -2.494, -1.993], [-1.480, -2.623, -0.508], [0.556, -1.260, -0.041], [-1.643, -0.093, 0.086], [1.373, 1.295, 0.020], [-0.267, 1.949, 0.200], [-0.556, 0.234, 2.091], [1.194, 0.143, 2.113], [-0.674, 3.653, 2.461], [-0.062, 2.590, -1.913], [-1.090, 2.117, -3.261], [0.650, 2.136, -3.444], [-0.156, -0.380, -4.109], [-5.727, -2.544, 1.063], [-6.190, -1.213, 0.029], [-4.971, -0.980, 1.317], [3.220, -1.120, 5.096], [3.921, -0.624, 3.850], [5.330, -0.889, 3.897], [5.685, -2.127, 3.568], [4.947, -3.010, 3.220], [7.009, -2.219, 3.676], [7.529, -3.516, 3.379], [3.694, -0.706, 5.987], [2.172, -0.823, 5.085], [3.272, -2.206, 5.165], [3.829, 0.458, 3.774], [3.490, -1.061, 2.949], [7.184, -3.861, 2.408], [7.239, -4.224, 4.155], [8.611, -3.426, 3.362], [-9.172, 2.117, -8.111], [-8.338, 2.901, -7.122], [-7.515, 2.035, -6.325], [-6.392, 1.627, -6.906], [-6.002, 1.931, -8.000], [-5.755, 0.825, -6.050], [-4.535, 0.282, -6.554], [-9.750, 1.348, -7.597], [-9.859, 2.780, -8.636], [-8.540, 1.623, -8.848], [-8.978, 3.420, -6.411], [-7.719, 3.644, -7.621], [-3.878, 1.067, -6.923], [-4.732, -0.439, -7.345], [-4.055, -0.223, -5.720], [10.840, -4.908, -2.926], [11.373, -5.352, -1.582], [10.431, -5.096, -0.530], [9.457, -5.994, -0.410], [9.318, -6.986, -1.071], [8.664, -5.607, 0.589], [7.544, -6.464, 0.820], [10.533, -3.862, -2.886], [11.606, -5.021, -3.693], [9.972, -5.500, -3.216], [12.261, -4.781, -1.316], [11.644, -6.407, -1.588], [7.856, -7.498, 0.947], [6.832, -6.388, 0.000], [7.073, -6.117, 1.735], [-1.532, 3.827, 6.202], [-2.978, 4.187, 6.455], [-3.104, 5.493, 7.041], [-3.026, 6.508, 6.189], [-2.884, 6.431, 4.997], [-3.145, 7.639, 6.884], [-3.047, 8.826, 6.095], [-0.944, 3.932, 7.115], [-1.454, 2.802, 5.847], [-1.096, 4.485, 5.450], [-3.420, 3.504, 7.177], [-3.566, 4.131, 5.540], [-3.743, 8.799, 5.261], [-2.030, 8.953, 5.727], [-3.300, 9.652, 6.753]],
  "smiles": "CCN(CC[PH2](CCOC=O)B(C)O)C(C)=O.CCOC(=O)OC.CCOC(=O)OC.CCOC(=O)OC.CCOC(=O)OC",
  "e_homo_ev": -7.79,
  "lumo_energy_ha": 0.002,
  "e_tot_ha": -2648.473627,
  "fmax_ev_per_a": 1.50
}

***

No. 2
{
  "formula": "CH7NS2",
  "method": "ωB97M-V/def2-TZVPD",
  "species": ["S", "S", "H", "H", "C", "N", "H", "H", "H", "H", "H"],
  "coordinates": [[1.928, 0.216, 2.506], [2.605, 1.400, 1.004], [0.591, 0.181, 2.214], [2.788, 0.474, 0.052], [-0.716, 0.076, -0.971], [-1.591, -0.893, -0.271], [-0.430, 0.787, -0.206], [0.127, -0.506, -1.329], [-1.112, 0.596, -1.842], [-2.561, -0.585, -0.326], [-1.629, -1.746, -0.831]],
  "smiles": "CN.SS",
  "e_homo_ev": -9.50,
  "lumo_energy_ha": 0.019,
  "e_above_lowest_kj_mol": 55.8,
  "e_tot_ha": -893.399423,
  "fmax_ev_per_a": 1.24
}

***

No. 3
{
  "formula": "C40H73Br16ClIN3O10PS",
  "method": "ωB97M-V/def2-TZVPD",
  "species": ["C", "C", "O", "P", "O", "C", "C", "C", "C", "C", "C", "Cl", "N", "S", "C", "C", "N", "C", "C", "C", "C", "C", "O", "C", "C", "O", "C", "C", "O", "O", "C", "C", "C", "O", "I", "O", "N", "O", "O", "C", "C", "H", "H", "H", "H", "H", "H", "H", "H", "H", "H", "H", "H", "H", "H", "H", "H", "H", "H", "H", "H", "H", "H", "H", "H", "H", "H", "H", "H", "H", "H", "H", "H", "H", "H", "H", "H", "H", "H", "H", "H", "H", "Br", "C", "C", "Br", "H", "H", "H", "H", "Br", "C", "C", "Br", "H", "H", "H", "H", "Br", "C", "C", "Br", "H", "H", "H", "H", "Br", "C", "C", "Br", "H", "H", "H", "H", "Br", "C", "C", "Br", "H", "H", "H", "H", "Br", "C", "C", "Br", "H", "H", "H", "H", "Br", "C", "C", "Br", "H", "H", "H", "H", "Br", "C", "C", "Br", "H", "H", "H", "H"],
  "coordinates": [[-1.079, 1.550, -2.669], [0.236, 1.025, -3.256], [0.392, -0.406, -3.186], [0.616, -1.086, -1.777], [-0.496, -0.979, -0.815], [2.174, -0.536, -1.042], [1.998, 0.869, -0.392], [2.484, 0.954, 1.051], [3.992, 0.490, 1.026], [4.867, 0.929, -0.160], [6.160, 1.594, 0.341], [5.466, -0.545, -1.023], [2.607, 2.333, 1.705], [2.844, 3.767, 0.772], [2.542, 2.271, 2.994], [2.806, 3.469, 3.855], [3.615, 3.113, 5.036], [2.170, 0.869, 3.537], [3.592, 0.236, 3.914], [3.846, -0.317, 5.316], [3.368, -1.769, 5.560], [2.341, -1.870, 6.708], [1.304, -2.770, 6.302], [0.093, -2.495, 6.828], [-1.000, -3.321, 6.221], [-0.088, -1.694, 7.706], [1.326, 0.812, 4.815], [-0.087, 1.331, 4.858], [-1.040, 0.625, 4.739], [-0.211, 2.658, 5.035], [1.539, 0.388, 2.164], [0.179, 1.101, 1.924], [-1.033, 0.196, 1.823], [-1.155, -0.889, 2.250], [-2.698, 1.141, 0.817], [1.529, -1.000, 1.896], [1.256, -1.786, 3.052], [1.278, -2.910, 2.781], [0.895, -2.588, -2.196], [0.775, -3.505, -1.054], [1.207, -4.945, -1.409], [-1.546, 2.254, -3.355], [-1.761, 0.730, -2.472], [-0.864, 2.116, -1.763], [1.104, 1.564, -2.870], [0.215, 1.244, -4.323], [2.840, -0.404, -1.896], [2.549, -1.277, -0.352], [0.918, 1.027, -0.467], [2.403, 1.654, -1.025], [4.057, -0.585, 1.172], [4.492, 0.914, 1.884], [4.441, 1.652, -0.849], [6.562, 0.957, 1.129], [5.980, 2.613, 0.683], [6.893, 1.563, -0.459], [1.847, 3.530, -0.094], [3.327, 4.243, 3.300], [1.842, 3.873, 4.185], [4.171, 3.920, 5.292], [3.000, 2.962, 5.826], [4.345, 0.997, 3.738], [3.755, -0.578, 3.215], [4.931, -0.353, 5.422], [3.523, 0.296, 6.155], [2.993, -2.237, 4.656], [4.224, -2.373, 5.858], [2.850, -2.249, 7.591], [1.947, -0.878, 6.905], [-0.842, -4.344, 6.570], [-1.971, -2.941, 6.506], [-0.855, -3.335, 5.142], [1.236, -0.225, 5.113], [1.849, 1.384, 5.576], [-1.162, 2.855, 5.069], [-0.063, 1.828, 2.697], [0.166, 1.740, 1.047], [-0.265, -3.569, -0.752], [1.420, -3.119, -0.268], [0.842, -5.620, -0.641], [2.281, -4.999, -1.546], [0.738, -5.183, -2.357], [-0.810, -7.840, 0.766], [-0.886, -7.025, 2.529], [0.241, -6.049, 2.737], [1.933, -6.945, 3.078], [-0.885, -7.835, 3.250], [-1.842, -6.507, 2.566], [0.059, -5.441, 3.618], [0.398, -5.405, 1.879], [9.693, 1.198, -3.470], [10.434, -0.358, -2.564], [9.480, -0.907, -1.538], [9.445, 0.202, 0.062], [11.380, -0.048, -2.133], [10.615, -1.090, -3.347], [9.800, -1.891, -1.203], [8.459, -0.964, -1.903], [-5.622, 2.647, -1.006], [-6.974, 1.631, -0.042], [-6.857, 0.155, -0.309], [-7.553, -0.308, -2.064], [-7.938, 2.036, -0.334], [-6.798, 1.844, 1.010], [-7.460, -0.407, 0.400], [-5.831, -0.200, -0.273], [2.393, -4.053, -3.743], [2.796, -3.686, -5.618], [3.226, -4.925, -6.357], [5.057, -5.417, -5.924], [3.553, -2.908, -5.637], [1.869, -3.298, -6.036], [3.221, -4.754, -7.431], [2.606, -5.785, -6.125], [-3.279, 5.075, -2.824], [-5.035, 5.792, -3.276], [-5.042, 7.296, -3.249], [-5.079, 7.980, -1.429], [-5.742, 5.353, -2.579], [-5.243, 5.426, -4.278], [-5.947, 7.676, -3.718], [-4.173, 7.730, -3.731], [5.421, 1.053, -4.450], [3.632, 1.710, -4.825], [3.544, 3.204, -4.692], [3.509, 3.735, -2.810], [2.959, 1.195, -4.147], [3.420, 1.401, -5.846], [2.613, 3.576, -5.113], [4.380, 3.722, -5.149], [-8.987, 5.319, -3.132], [-10.346, 4.305, -2.179], [-10.225, 2.829, -2.450], [-10.912, 2.363, -4.207], [-11.307, 4.712, -2.474], [-10.174, 4.514, -1.125], [-10.832, 2.262, -1.746], [-9.200, 2.471, -2.412], [-13.008, -1.537, -2.617], [-12.829, -1.140, -4.513], [-12.407, -2.353, -5.297], [-10.516, -2.740, -5.056], [-12.124, -0.320, -4.598], [-13.814, -0.804, -4.829], [-12.532, -2.178, -6.363], [-12.950, -3.248, -5.011]],
  "e_homo_ev": -11.02,
  "total_charge": 1,
  "lumo_energy_ha": -0.135,
  "e_tot_ha": -45165.999931,
  "fmax_ev_per_a": 2.65
}

***

No. 4
{
  "formula": "C3H7NO4S2",
  "method": "ωB97M-V/def2-TZVPD",
  "species": ["C", "C", "C", "N", "O", "O", "O", "O", "S", "S", "H", "H", "H", "H", "H", "H", "H"],
  "coordinates": [[3.080, 1.084, -1.128], [2.739, 0.787, 0.116], [-2.756, -1.283, 0.053], [-2.446, -0.111, 0.856], [1.587, -1.565, -0.543], [1.434, -0.874, 1.823], [-1.512, 0.971, -1.325], [-1.181, 1.969, 0.982], [1.397, -0.454, 0.434], [-1.248, 0.854, 0.090], [3.748, 1.808, -1.586], [2.763, 0.478, -1.847], [3.150, 1.448, 0.878], [-3.694, -1.545, 0.388], [-2.680, -1.061, -1.072], [-2.114, -2.045, 0.107], [-2.268, -0.460, 1.775]],
  "e_homo_ev": [-9.78, -9.53],
  "lumo_energy_ha": [-0.079, -0.089],
  "e_above_lowest_kj_mol": 339.0,
  "e_tot_ha": -1270.418613,
  "fmax_ev_per_a": 4.46
}

***

No. 5
{
  "formula": "C6H7O2P",
  "method": "ωB97M-V/def2-TZVPD",
  "species": ["C", "C", "C", "C", "C", "C", "O", "O", "P", "H", "H", "H", "H", "H", "H", "H"],
  "coordinates": [[3.592, 0.970, -0.057], [2.560, 0.371, 0.196], [0.890, -1.355, -0.096], [-0.414, -1.700, 0.065], [1.295, -0.136, 0.566], [-2.590, 1.031, -0.397], [-1.278, -1.005, 0.789], [-0.008, 1.060, -0.014], [-1.280, 0.672, 0.825], [4.558, 1.356, -0.219], [1.364, -1.931, -0.803], [-0.979, -2.613, -0.450], [0.907, -0.244, 1.645], [-2.335, 2.016, -0.943], [-3.605, 1.133, 0.113], [-2.676, 0.377, -1.220]],
  "e_homo_ev": -8.14,
  "lumo_energy_ha": -0.011,
  "e_above_lowest_kj_mol": 197.9,
  "e_tot_ha": -724.525198,
  "fmax_ev_per_a": 3.12
}

***

No. 6
{
  "formula": "C26H26ClN4Tl",
  "method": "ωB97M-V/def2-TZVPD",
  "species": ["Tl", "C", "C", "C", "C", "C", "C", "C", "N", "N", "C", "C", "C", "C", "C", "C", "N", "C", "C", "C", "C", "C", "C", "N", "H", "H", "H", "H", "H", "H", "H", "H", "H", "H", "H", "H", "H", "H", "H", "H", "H", "H", "H", "H", "Cl", "C", "C", "C", "C", "C", "C", "C", "H", "H", "H", "H", "H", "H"],
  "coordinates": [[-0.650, 0.283, 0.089], [0.809, -2.839, -0.692], [0.343, -3.173, 0.729], [-1.142, -3.062, 0.910], [-1.948, -4.192, 0.920], [-3.298, -4.070, 1.207], [-3.813, -2.812, 1.483], [-2.970, -1.725, 1.377], [-1.668, -1.840, 1.079], [1.073, -1.395, -0.931], [1.118, -1.172, -2.384], [1.062, 0.269, -2.826], [1.329, 0.574, -4.155], [1.208, 1.884, -4.578], [0.833, 2.858, -3.659], [0.587, 2.472, -2.359], [0.693, 1.198, -1.948], [2.346, -0.969, -0.335], [2.292, -0.637, 1.131], [3.335, -0.986, 1.970], [3.305, -0.582, 3.296], [2.228, 0.162, 3.750], [1.225, 0.476, 2.855], [1.259, 0.087, 1.576], [0.040, -3.162, -1.394], [1.718, -3.406, -0.917], [0.841, -2.533, 1.455], [0.639, -4.198, 0.948], [-1.512, -5.162, 0.715], [-3.938, -4.942, 1.220], [-4.848, -2.675, 1.766], [-3.342, -0.719, 1.536], [0.266, -1.687, -2.829], [2.019, -1.627, -2.812], [1.612, -0.210, -4.845], [1.412, 2.152, -5.606], [0.735, 3.893, -3.956], [0.309, 3.196, -1.603], [2.669, -0.061, -0.847], [3.117, -1.728, -0.500], [4.165, -1.566, 1.588], [4.115, -0.845, 3.964], [2.161, 0.496, 4.776], [0.368, 1.061, 3.164], [-1.747, 2.456, 2.258], [-1.927, 3.590, 0.963], [-1.722, 4.932, 1.214], [-1.813, 5.837, 0.166], [-2.052, 5.397, -1.132], [-2.215, 4.051, -1.379], [-2.210, 3.116, -0.328], [-2.542, 1.747, -0.614], [-1.506, 5.270, 2.218], [-1.689, 6.894, 0.367], [-2.106, 6.112, -1.941], [-2.408, 3.697, -2.385], [-2.671, 1.479, -1.656], [-3.177, 1.216, 0.084]],
  "e_homo_ev": -14.11,
  "total_charge": 2,
  "lumo_energy_ha": -0.259,
  "e_above_lowest_kj_mol": 0.0,
  "e_tot_ha": -1857.551593,
  "fmax_ev_per_a": 1.60
}

***

No. 7
{
  "formula": "C24H29N3O7S",
  "method": "ωB97M-V/def2-TZVPD",
  "species": ["C", "H", "O", "C", "C", "C", "C", "C", "C", "H", "H", "C", "O", "O", "C", "H", "H", "C", "O", "N", "C", "C", "C", "C", "C", "C", "N", "C", "H", "C", "H", "C", "H", "H", "C", "H", "H", "H", "H", "H", "H", "S", "O", "O", "N", "C", "H", "C", "H", "O", "C", "H", "C", "H", "H", "H", "H", "H", "H", "H", "H", "H", "H", "H"],
  "coordinates": [[4.199, -2.074, 3.221], [5.213, -2.371, 2.960], [4.169, -0.666, 3.097], [2.971, -0.054, 3.135], [1.789, -0.652, 3.574], [0.600, 0.036, 3.488], [0.559, 1.333, 2.973], [1.754, 1.959, 2.610], [2.943, 1.277, 2.699], [3.873, 1.735, 2.400], [1.737, 2.974, 2.245], [-0.757, 1.915, 2.688], [-1.814, 1.374, 2.899], [-0.670, 3.116, 2.043], [-1.836, 3.495, 1.330], [-1.726, 4.554, 1.087], [-2.736, 3.336, 1.930], [-1.948, 2.654, 0.048], [-3.007, 2.334, -0.436], [-0.728, 2.371, -0.486], [-0.456, 1.200, -1.262], [0.060, 0.128, -0.548], [0.363, -1.068, -1.164], [0.118, -1.219, -2.517], [-0.375, -0.161, -3.242], [-0.655, 1.099, -2.660], [-1.037, 2.121, -3.457], [-1.014, 2.034, -4.906], [-1.854, 1.431, -5.272], [-1.154, 3.481, -5.370], [-0.180, 3.971, -5.371], [-2.044, 4.082, -4.288], [-3.082, 3.798, -4.458], [-1.982, 5.167, -4.240], [-1.521, 3.417, -3.016], [-2.313, 3.301, -2.279], [-0.701, 4.002, -2.582], [-1.584, 3.555, -6.366], [-0.079, 1.586, -5.252], [-0.561, -0.305, -4.292], [0.335, -2.166, -2.983], [0.980, -2.438, -0.225], [1.848, -3.239, -1.041], [1.514, -1.964, 1.030], [-0.440, -3.314, -0.017], [-1.319, -2.808, 1.019], [-1.277, -1.719, 1.001], [-0.906, -3.334, 2.396], [-1.646, -3.068, 3.152], [-0.825, -4.745, 2.403], [0.101, -5.206, 1.443], [0.104, -6.295, 1.522], [-0.297, -4.756, 0.036], [0.470, -5.030, -0.688], [-1.256, -5.201, -0.246], [1.105, -4.815, 1.670], [0.070, -2.902, 2.657], [-2.337, -3.134, 0.781], [0.254, 0.229, 0.510], [0.052, 2.646, 0.100], [-0.327, -0.428, 3.787], [1.792, -1.658, 3.958], [3.983, -2.390, 4.246], [3.488, -2.531, 2.528]],
  "smiles": "COc1ccc(C(=O)OCC(=O)Nc2cc(S(=O)(=O)N3CCOCC3)ccc2N2CCCC2)cc1",
  "e_homo_ev": -7.91,
  "lumo_energy_ha": 0.019,
  "e_above_lowest_kj_mol": 141.1,
  "e_tot_ha": -2021.082483,
  "fmax_ev_per_a": 0.97
}

***

No. 8
{
  "formula": "C2H7N2",
  "method": "ωB97M-V/def2-TZVPD",
  "species": ["C", "C", "N", "N", "H", "H", "H", "H", "H", "H", "H"],
  "coordinates": [[-0.591, 0.398, -0.416], [0.457, -0.316, -0.003], [0.678, -0.579, 1.428], [-0.799, 0.821, -1.703], [-1.358, 0.609, 0.312], [1.267, -0.591, -0.655], [0.175, -1.413, 1.798], [1.695, -0.788, 1.606], [0.486, 0.274, 2.022], [-0.334, 0.339, -2.453], [-1.676, 1.246, -1.936]],
  "spin_multiplicity": 2,
  "e_homo_ev": [-3.58, -9.06],
  "s_squared": 0.75,
  "lumo_energy_ha": [0.029, 0.027],
  "e_above_lowest_kj_mol": 172.8,
  "e_tot_ha": -189.767752,
  "fmax_ev_per_a": 0.61
}